Record 1
This record from the OMol25 dataset describes 3 unconnected molecules or ions with the total composition CH7O2S. The level of theory is ωB97M-V/def2-TZVPD.

## Properties
Energy ... -590.98763 Eh
Energy above the lowest of the compared OMol25 structures with the same formula, charge and spin ... 0.673 eV
Total charge ... -1
Lowest unoccupied orbital energy ... 3.993 eV
HOMO energy ... -0.1054 hartree

XYZ file:
```
11
Properties=species:S:1:pos:R:3:lowdin_charge:R:1
C -0.12 -1.00 -0.92 -0.64
S 0.04 0.35 0.34 0.23
H -1.13 -1.18 -0.96 -0.06
H 0.29 -2.06 -0.78 0.03
H 0.11 -0.58 -1.92 -0.02
H -0.28 1.64 -2.97 0.01
H -0.74 1.39 -1.48 -0.09
O -0.98 1.89 -2.33 -0.19
H 0.38 -1.08 2.03 -0.12
H 1.11 -1.02 3.52 0.02
O 1.02 -1.47 2.65 -0.19
```

=====

Record 2
This record from the OMol25 dataset describes 3 unconnected molecules or ions with the total composition CH7O2S. The level of theory is ωB97M-V/def2-TZVPD.

## Properties
Energy ... -591.00082 Eh
Energy above the lowest of the compared OMol25 structures with the same formula, charge and spin ... 0.314 eV
Total charge ... -1
Lowest unoccupied orbital energy ... 4.135 eV
HOMO energy ... -0.1046 hartree

XYZ file:
```
11
Properties=species:S:1:pos:R:3:lowdin_charge:R:1
C -0.67 -0.84 -1.25 -0.68
S 0.86 -1.17 -0.28 0.11
H -1.37 -1.67 -1.13 -0.01
H -1.17 0.10 -1.02 -0.01
H -0.40 -0.77 -2.32 -0.02
H -0.32 2.84 0.34 0.02
H 0.27 1.93 -0.60 -0.01
O 0.29 2.87 -0.40 -0.07
H -0.42 -0.29 2.67 0.01
H -0.50 -0.52 1.16 -0.14
O -1.03 -0.13 1.93 -0.20
```

=====

Record 3
This record from the OMol25 dataset describes 3 unconnected molecules or ions with the total composition CH7O3. The level of theory is ωB97M-V/def2-TZVPD.

## Properties
Energy ... -268.03775 Eh
Energy above the lowest of the compared OMol25 structures with the same formula, charge and spin ... 0.045 eV
Total charge ... -1
Lowest unoccupied orbital energy ... 4.531 eV
HOMO energy ... -0.1428 hartree

XYZ file:
```
11
Properties=species:S:1:pos:R:3:lowdin_charge:R:1
C -0.08 1.48 0.50 -0.33
O 0.07 0.12 0.76 -0.40
H 0.88 2.00 0.39 0.05
H -0.66 1.67 -0.43 0.06
H -0.60 2.00 1.30 0.03
H 1.35 -0.28 -0.12 -0.03
H 1.63 -0.81 -1.55 0.00
O 2.09 -0.61 -0.73 -0.15
H -2.57 -0.78 0.16 -0.02
H -1.04 -0.57 0.01 -0.02
O -1.87 -1.04 -0.44 -0.19
```

=====

Record 4
This record from the OMol25 dataset describes 2 unconnected molecules or ions with the total composition CH7OPSi. The level of theory is ωB97M-V/def2-TZVPD.

## Properties
Energy ... -748.34378 Eh
Energy above the lowest of the compared OMol25 structures with the same formula, charge and spin ... 0.417 eV
Total charge ... 0
SMILES string ... [H]/P=[SiH]/O.C
Lowest unoccupied orbital energy ... -0.030 eV
HOMO energy ... -0.3074 hartree

XYZ file:
```
11
Properties=species:S:1:pos:R:3:lowdin_charge:R:1
H -1.80 2.44 0.96 -0.22
P -1.47 1.19 0.25 0.41
Si -3.35 0.30 0.25 0.23
O -3.33 -1.24 -0.20 -0.29
H -4.82 0.46 0.17 -0.06
H -2.65 -1.85 -0.06 0.02
C 1.94 -0.30 -0.25 -0.08
H 2.12 0.29 -1.11 -0.01
H 2.56 -1.15 -0.37 -0.01
H 0.83 -0.51 -0.15 -0.03
H 2.14 0.44 0.57 0.04
```

=====

Record 5
This record from the OMol25 dataset describes 2 unconnected molecules or ions with the total composition CH8BrNSi2. The level of theory is ωB97M-V/def2-TZVPD.

## Properties
Energy ... -3250.49649 Eh
Energy above the lowest of the compared OMol25 structures with the same formula, charge and spin ... 3.480 eV
Total charge ... 0
Lowest unoccupied orbital energy (spin up / spin down) ... 0.050 / 0.050 eV
HOMO energy (spin up / spin down) ... -0.2916 / -0.2916 hartree

XYZ file:
```
13
Properties=species:S:1:pos:R:3:lowdin_charge:R:1
C -1.08 0.75 -0.28 -0.87
N 0.02 -0.06 -0.21 -0.56
Si -0.18 -1.59 0.68 0.53
Si 1.48 0.74 -0.67 0.56
Br -2.67 -0.12 -0.64 0.66
H -1.64 1.06 1.64 0.07
H -1.15 1.71 -0.58 -0.03
H 1.24 -1.74 1.26 -0.06
H -1.11 -1.16 1.78 -0.07
H -0.29 -2.61 -0.38 -0.06
H 1.59 0.40 -2.20 -0.05
H 1.18 2.29 -0.49 -0.03
H 2.62 0.32 0.09 -0.09
```

=====

Record 6
This record from the OMol25 dataset describes 2 unconnected molecules or ions with the total composition CH8ClNSi2. The level of theory is ωB97M-V/def2-TZVPD.

## Properties
Energy ... -1136.79305 Eh
Energy above the lowest of the compared OMol25 structures with the same formula, charge and spin ... 2.841 eV
Total charge ... 0
Lowest unoccupied orbital energy ... -0.732 eV
HOMO energy ... -0.3058 hartree

XYZ file:
```
13
Properties=species:S:1:pos:R:3:lowdin_charge:R:1
C 0.49 1.66 0.58 -0.23
N -0.52 -0.66 -0.97 -0.31
Si -1.61 -1.30 0.27 0.60
Si 0.70 0.51 -0.89 0.70
Cl 3.58 -0.59 0.11 -0.54
H 0.59 0.90 1.36 0.01
H 1.27 2.43 0.71 0.05
H -0.41 2.14 0.85 0.01
H -0.23 -1.29 -1.69 0.01
H -2.12 -2.49 -0.48 -0.05
H -2.84 -0.73 0.47 -0.12
H -0.75 -1.30 1.45 -0.05
H 1.84 0.74 -1.77 -0.07
```

=====

Record 7
This record from the OMol25 dataset describes a molecular structure, CH8IP5. The level of theory is ωB97M-V/def2-TZVPD.

## Properties
Energy ... -2047.22341 Eh
Energy above the lowest of the compared OMol25 structures with the same formula, charge and spin ... 0.672 eV
Total charge ... 0
Lowest unoccupied orbital energy ... -0.258 eV
HOMO energy ... -0.3089 hartree

XYZ file:
```
15
Properties=species:S:1:pos:R:3:lowdin_charge:R:1
C -0.76 -0.23 0.60 -1.79
P -1.58 1.45 0.47 0.52
P -1.29 -1.45 -0.66 0.55
P 1.25 -0.43 -1.75 0.36
P 1.17 1.99 0.50 0.37
P 1.21 -0.08 0.32 0.14
I -1.17 -0.91 2.63 0.61
H -2.97 0.88 0.24 -0.07
H -1.56 1.58 -1.01 -0.08
H -2.40 -2.24 0.12 -0.05
H -0.49 -2.56 -0.21 -0.10
H 2.81 -0.17 -1.75 -0.06
H 1.59 -1.73 -1.60 -0.19
H 2.64 1.99 0.20 -0.11
H 1.55 1.91 1.91 -0.10
```

=====

Record 8
This record from the OMol25 dataset describes 2 unconnected molecules or ions with the total composition CH8N2. The level of theory is ωB97M-V/def2-TZVPD.

## Properties
Energy ... -152.38746 Eh
Energy above the lowest of the compared OMol25 structures with the same formula, charge and spin ... 0.061 eV
Total charge ... 0
SMILES string ... CN.N
Lowest unoccupied orbital energy ... 1.068 eV
HOMO energy ... -0.3365 hartree

XYZ file:
```
11
Properties=species:S:1:pos:R:3:lowdin_charge:R:1
C 0.03 1.39 0.55 -0.20
N -0.96 1.01 1.57 -0.08
H 0.69 2.18 0.90 0.06
H -0.43 1.76 -0.37 0.06
H 0.60 0.47 0.39 0.05
H -1.62 1.75 1.79 0.05
H -1.57 0.30 1.21 0.05
N 0.63 -2.18 -1.30 0.00
H 0.66 -3.12 -1.68 0.00
H 1.57 -2.01 -0.98 0.00
H 0.41 -1.55 -2.08 0.01
```

=====

Record 9
This record from the OMol25 dataset describes 2 unconnected molecules or ions with the total composition CH8N2. The level of theory is ωB97M-V/def2-TZVPD.

## Properties
Energy ... -152.38224 Eh
Energy above the lowest of the compared OMol25 structures with the same formula, charge and spin ... 0.203 eV
Total charge ... 0
SMILES string ... CN.N
Lowest unoccupied orbital energy ... 1.070 eV
HOMO energy ... -0.3374 hartree

XYZ file:
```
11
Properties=species:S:1:pos:R:3:lowdin_charge:R:1
C -1.79 0.59 -0.85 -0.19
N -1.00 0.44 0.37 -0.08
H -2.64 -0.09 -0.83 0.07
H -2.13 1.61 -1.05 0.06
H -1.18 0.33 -1.72 0.06
H -1.57 0.28 1.19 0.04
H -0.45 1.26 0.56 0.05
N 2.84 -1.11 0.62 0.02
H 2.27 -1.69 1.20 -0.01
H 3.08 -1.47 -0.27 -0.01
H 2.57 -0.15 0.77 -0.01
```

=====

Record 10
This record from the OMol25 dataset describes 2 unconnected molecules or ions with the total composition CH8N2O. The level of theory is ωB97M-V/def2-TZVPD.

## Properties
Energy ... -227.62586 Eh
Energy above the lowest of the compared OMol25 structures with the same formula, charge and spin ... 0.413 eV
Total charge ... 0
SMILES string ... NCN.O
Lowest unoccupied orbital energy ... 0.994 eV
HOMO energy ... -0.3346 hartree

XYZ file:
```
12
Properties=species:S:1:pos:R:3:lowdin_charge:R:1
N 0.61 1.89 -0.93 -0.03
C 0.70 0.64 -0.15 -0.37
N 0.08 -0.56 -0.71 -0.03
H 1.36 2.02 -1.58 0.04
H -0.33 2.08 -1.39 0.09
H 1.70 0.43 0.15 0.09
H 0.19 0.90 0.85 0.12
H -0.92 -0.45 -0.81 0.06
H 0.42 -0.83 -1.65 0.08
O -1.26 -1.74 1.70 -0.13
H -0.50 -1.44 2.32 0.09
H -0.86 -1.96 0.85 -0.01
```

=====

Record 11
This record from the OMol25 dataset describes 3 unconnected molecules or ions with the total composition CH8N2O2. The level of theory is ωB97M-V/def2-TZVPD.

## Properties
Energy ... -302.87032 Eh
Energy above the lowest of the compared OMol25 structures with the same formula, charge and spin ... 0.735 eV
Total charge ... 0
SMILES string ... [H]/N=C\N.O.O
Lowest unoccupied orbital energy ... 0.334 eV
HOMO energy ... -0.3403 hartree

XYZ file:
```
13
Properties=species:S:1:pos:R:3:lowdin_charge:R:1
H 4.23 1.24 0.27 0.03
N 3.73 0.89 1.09 0.04
C 2.58 0.58 0.62 -0.39
N 2.14 0.75 -0.69 0.06
H 1.83 0.27 1.38 0.11
H 2.54 1.50 -1.25 0.09
H 1.14 0.67 -0.78 0.05
O -1.23 1.35 -0.04 -0.06
H -1.59 0.48 0.20 0.04
H -1.88 1.77 -0.62 0.04
O -5.25 -3.09 -0.65 -0.07
H -5.81 -3.86 -0.43 0.04
H -5.08 -2.69 0.21 0.03
```

=====

Record 12
This record from the OMol25 dataset describes 2 unconnected molecules or ions with the total composition CH8N2O2. The level of theory is ωB97M-V/def2-TZVPD.

## Properties
Energy ... -302.81198 Eh
Energy above the lowest of the compared OMol25 structures with the same formula, charge and spin ... 2.323 eV
Total charge ... 0
SMILES string ... OCO.NN
Lowest unoccupied orbital energy ... 0.729 eV
HOMO energy ... -0.3484 hartree

XYZ file:
```
13
Properties=species:S:1:pos:R:3:lowdin_charge:R:1
O -2.18 1.40 -0.01 -0.05
C -1.68 0.10 -0.11 -0.46
O -0.98 -0.32 0.96 -0.14
H -2.36 1.58 0.92 0.08
H -2.51 -0.59 -0.34 0.11
H -0.91 0.17 -1.04 0.12
H 0.14 -0.11 0.79 0.08
N 1.41 0.21 0.12 -0.09
N 2.15 -1.00 -0.06 -0.04
H 0.86 0.49 -0.78 0.12
H 2.03 0.92 0.50 0.11
H 2.53 -1.06 -1.00 0.07
H 1.51 -1.78 0.05 0.08
```